DFT (wB97M-V/def2-TZVPD) results for a structure of composition C57H46AsN14Ni.

The total charge is -1. The value obtained for the HOMO energy (spin up / spin down) is -3.2 / -3.2 eV. The value obtained for the maximum force is 0.5 eV/A. The HOMO-LUMO gap (spin up / spin down) comes out at 4.22 / 4.21 eV.

Each line ends with the Mulliken charge.
Positions of all 119 atoms, in Å:
Ni (-0.0203, 0.2248, 0.2339)  -2.18
C (-6.4519, 0.9470, 0.9240)  -0.67
C (-6.4197, 1.1832, -0.4605)  -0.69
C (-5.2267, 1.1755, -1.1606)  -0.19
C (-4.0650, 0.9260, -0.4397)  0.19
C (-2.6725, 0.7816, -0.8441)  -0.61
N (-1.9047, 0.5008, 0.2413)  1.22
C (-2.7179, 0.4656, 1.3353)  -0.37
N (-2.3684, 0.3422, 2.5940)  -0.48
C (-1.1030, 0.2911, 2.9459)  -1.02
C (-0.6835, 0.2667, 4.3384)  0.46
C (-1.3978, 0.1854, 5.5275)  -0.17
C (-0.6720, 0.1628, 6.7040)  -0.73
C (0.7322, 0.2177, 6.6944)  -0.69
C (1.4376, 0.2909, 5.5077)  -0.21
C (0.7021, 0.3188, 4.3284)  0.35
C (1.0971, 0.3253, 2.9271)  -0.85
N (2.3559, 0.2190, 2.5565)  -0.47
C (2.6807, -0.0066, 1.3065)  -0.14
N (1.8544, -0.0817, 0.2255)  1.03
C (2.6030, -0.4194, -0.8528)  -0.45
N (2.2189, -0.5162, -2.1070)  -0.47
C (0.9940, -0.2120, -2.4603)  -0.70
N (-0.0429, 0.1597, -1.6639)  1.91
C (-1.0837, 0.5086, -2.4640)  -0.64
N (-2.3009, 0.8414, -2.1061)  -0.39
C (-0.7051, 0.3491, -3.8661)  0.25
C (-1.3946, 0.5620, -5.0515)  -0.41
C (-0.7381, 0.2553, -6.2319)  -0.63
C (0.5694, -0.2537, -6.2249)  -0.80
C (1.2535, -0.4569, -5.0382)  -0.01
C (0.5893, -0.1438, -3.8613)  0.48
C (3.9934, -0.6060, -0.4522)  0.60
C (5.1267, -0.9713, -1.1648)  -0.15
C (6.3205, -1.0362, -0.4674)  -0.81
C (6.3777, -0.7409, 0.9034)  -0.70
C (5.2418, -0.3798, 1.6079)  -0.13
C (4.0480, -0.3174, 0.9020)  0.14
N (-0.0082, 0.3285, 2.1351)  1.91
C (-4.0969, 0.6966, 0.9276)  0.14
C (-5.2918, 0.7044, 1.6366)  -0.28
H (-7.4055, 0.9447, 1.4370)  0.40
H (-7.3477, 1.3708, -0.9854)  0.40
H (-5.1879, 1.3556, -2.2263)  0.56
H (-2.4773, 0.1217, 5.5199)  0.56
H (-1.1905, 0.0906, 7.6517)  0.41
H (1.2675, 0.1918, 7.6351)  0.40
H (2.5190, 0.3139, 5.4854)  0.55
H (-2.4053, 0.9471, -5.0431)  0.57
H (-1.2406, 0.4063, -7.1785)  0.42
H (1.0449, -0.4998, -7.1661)  0.42
H (2.2612, -0.8501, -5.0155)  0.57
H (5.0639, -1.2072, -2.2185)  0.58
H (7.2279, -1.3228, -0.9841)  0.41
H (7.3287, -0.8023, 1.4173)  0.40
H (5.2721, -0.1582, 2.6657)  0.57
H (-5.3025, 0.5233, 2.7027)  0.57
N (-0.1669, 5.7027, -1.8727)  -0.68
N (-0.0834, 4.7506, -0.8651)  1.14
N (-0.4706, 4.9919, 0.3602)  -1.02
C (-0.2802, 3.7943, 0.9127)  -0.28
N (0.1860, 2.8976, 0.0411)  0.33
N (0.3119, 3.5356, -1.1037)  -0.67
H (0.2278, 6.5596, -1.4986)  0.27
H (0.3932, 5.3445, -2.6398)  0.31
H (-0.4897, 3.5723, 1.9436)  0.59
C (4.5204, -6.9150, -3.2012)  -1.65
C (3.4423, -5.9543, -2.7718)  0.80
C (2.4039, -5.6050, -3.6229)  -0.80
C (1.3758, -4.7695, -3.2022)  0.39
C (0.2986, -4.4104, -4.1991)  -1.53
C (1.3481, -4.2723, -1.8880)  0.17
As (-0.2634, -3.1695, -1.4274)  1.16
N (-0.1052, -2.7491, 0.2961)  0.51
C (-0.4562, -3.3854, 1.4346)  0.23
C (-1.4011, -4.4325, 1.5954)  -0.65
C (-1.6589, -5.0050, 2.8292)  -0.62
C (-1.0150, -4.5819, 3.9878)  -0.93
C (-0.0859, -3.5528, 3.8632)  -0.38
C (0.1830, -2.9769, 2.6369)  0.38
C (-1.7272, -4.5521, -1.6332)  -0.56
C (-2.9979, -3.9698, -1.7633)  0.49
C (-3.1955, -2.4755, -1.8746)  -1.44
C (-4.1454, -4.7617, -1.7472)  -1.27
C (-4.0798, -6.1367, -1.6082)  0.76
C (-5.3241, -6.9818, -1.5394)  -1.66
C (-2.8201, -6.7103, -1.5007)  -1.04
C (-1.6547, -5.9498, -1.5035)  1.40
C (-0.3563, -6.6972, -1.3276)  -1.55
C (2.4527, -4.5230, -1.0597)  0.97
C (2.6619, -3.9104, 0.3065)  -0.49
C (3.4593, -5.3759, -1.5130)  -0.91
H (4.3537, -7.2602, -4.2217)  0.35
H (4.5429, -7.7913, -2.5502)  0.33
H (5.5096, -6.4544, -3.1582)  0.34
H (2.3866, -5.9967, -4.6356)  0.25
H (0.4973, -4.8853, -5.1609)  0.48
H (0.2529, -3.3287, -4.3516)  0.09
H (-0.6932, -4.7243, -3.8662)  0.10
H (-1.9525, -4.7802, 0.7326)  0.32
H (-2.3924, -5.8031, 2.8852)  0.42
H (-1.2224, -5.0389, 4.9465)  0.36
H (0.4466, -3.1941, 4.7386)  0.41
H (0.9407, -2.2092, 2.5556)  0.03
H (-2.6406, -2.0499, -2.7124)  0.24
H (-2.8428, -1.9705, -0.9710)  0.10
H (-4.2530, -2.2406, -2.0000)  0.43
H (-5.1146, -4.2795, -1.8302)  0.27
H (-6.2205, -6.3622, -1.5682)  0.35
H (-5.3473, -7.5633, -0.6157)  0.33
H (-5.3755, -7.6887, -2.3705)  0.33
H (-2.7374, -7.7863, -1.3789)  0.40
H (-0.5508, -7.6852, -0.9091)  0.49
H (0.3299, -6.1727, -0.6631)  0.03
H (0.1600, -6.8290, -2.2815)  0.26
H (2.0509, -3.0232, 0.4546)  -1.27
H (3.7197, -3.6634, 0.4241)  0.49
H (2.3865, -4.6071, 1.1029)  0.45
H (4.2948, -5.5799, -0.8485)  0.41

DFT (wB97M-V/def2-TZVPD) results for a structure of composition C2H3CsFO2 in a non-equilibrium geometry.

The total charge is -1. The energy relative to the best compared isomer or geometry (same formula, charge and spin) is 43.18 kcal per mole. The value obtained for the HOMO energy is -3.5 eV. The value obtained for the maximum force is 5.7 eV/A. The HOMO-LUMO gap comes out at 5.61 eV.

Each line ends with the Mulliken charge.
Positions of all 9 atoms, in Å:
H (-1.6519, -0.9173, -0.6962)  0.11
C (-0.7915, -0.1853, -0.0130)  -0.30
C (-2.0122, 0.3113, 0.6768)  0.16
O (-3.0073, -0.3323, 0.2133)  -0.53
O (0.0517, 0.7098, -0.5442)  -0.79
H (-0.3530, -0.9632, 0.6609)  0.17
F (6.2548, -0.5852, -0.3520)  -0.95
H (-2.0901, 1.4168, 0.7750)  0.23
Cs (3.5996, 0.5454, -0.7206)  0.91

DFT (wB97M-V/def2-TZVPD) results for a structure of composition C44H38N6OP2PrS in a non-equilibrium geometry.

The total charge is +1. The spin multiplicity is 3. The value obtained for the HOMO energy (spin up / spin down) is -10.2 / -10.2 eV. The value obtained for the maximum force is 3.2 eV/A. The HOMO-LUMO gap (spin up / spin down) comes out at 7.55 / 7.55 eV. As for the expectation value of S²: 2.00.

Each line ends with the Mulliken charge.
Positions of all 93 atoms, in Å:
Pr (-1.1566, -0.4683, 0.6986)  0.58
N (-3.8847, 0.8907, 4.3516)  -0.46
C (-2.8549, 0.5067, 3.5646)  0.74
S (-3.4840, -0.4733, 2.2150)  -0.68
N (-1.6495, 0.8624, 3.8571)  -1.12
N (-0.6915, 0.1680, 3.0546)  0.86
C (0.3945, -0.0039, 3.6944)  -0.58
C (1.5306, -0.7375, 3.2930)  1.09
C (2.5349, -0.8539, 4.2822)  -0.99
C (3.6516, -1.6200, 4.0144)  -0.75
C (3.7691, -2.3078, 2.8337)  -0.70
C (2.8676, -2.1246, 1.7983)  -1.11
C (1.6991, -1.3556, 2.0533)  0.50
O (0.6816, -1.3074, 1.1518)  0.30
H (-4.8279, 0.8507, 4.0206)  0.19
H (-3.5903, 1.4694, 5.1475)  0.25
H (0.5072, 0.3131, 4.6964)  0.28
H (2.3412, -0.3110, 5.2111)  0.39
H (4.5107, -1.6228, 4.6560)  0.43
H (4.7199, -2.8018, 2.6456)  0.35
H (3.0023, -2.4581, 0.8196)  0.69
C (-0.2419, 2.9796, -1.3569)  -1.79
P (0.3469, 1.2627, -1.6435)  1.48
C (1.7902, 1.2665, -2.7574)  0.31
C (1.8058, 1.6761, -4.0519)  -0.04
C (3.0379, 1.8311, -4.7418)  -0.86
C (4.2413, 1.6349, -4.0622)  -0.45
C (4.2028, 1.1006, -2.7722)  -0.71
C (3.0131, 1.0022, -2.1397)  -0.50
C (-1.0696, 0.4305, -2.3812)  0.45
C (-0.7451, -0.7629, -3.1101)  -1.29
C (-1.8550, -1.5374, -3.4451)  -0.18
C (-3.1777, -1.2249, -2.9905)  -0.85
C (-3.3876, -0.1073, -2.2472)  -0.24
C (-2.3816, 0.7911, -2.0379)  -0.60
P (-1.0270, 2.8519, 0.2974)  1.13
C (0.3779, 3.2840, 1.4697)  0.92
C (1.7410, 3.2565, 1.0663)  -0.24
C (2.7976, 3.5546, 1.9464)  -0.87
C (2.4210, 3.8446, 3.2752)  -0.49
C (1.1222, 3.8797, 3.6691)  -0.84
C (0.0815, 3.6448, 2.7829)  -0.44
C (-2.1988, 4.1954, 0.5444)  0.36
C (-3.5169, 3.7655, 0.2988)  -0.05
C (-4.5958, 4.5674, 0.6444)  -0.89
C (-4.3533, 5.8524, 1.1144)  -0.50
C (-3.0209, 6.3306, 1.1745)  -0.73
C (-1.9715, 5.4794, 0.9623)  -0.21
H (-0.9278, 3.2465, -2.1485)  0.83
H (0.6140, 3.7336, -1.3336)  0.66
H (0.9347, 2.0040, -4.5723)  0.47
H (3.0917, 2.2723, -5.6939)  0.43
H (5.1834, 1.8273, -4.5456)  0.41
H (5.1420, 0.8609, -2.3154)  0.46
H (3.0098, 0.6445, -1.1323)  0.38
H (0.2667, -1.0454, -3.3961)  0.52
H (-1.6524, -2.4723, -4.0616)  0.23
H (-3.9722, -1.9322, -3.2046)  0.46
H (-4.4664, 0.0827, -1.9517)  0.36
H (-2.5816, 1.7394, -1.5214)  0.09
H (1.9768, 2.8754, 0.0669)  -0.04
H (3.8933, 3.5736, 1.6734)  0.36
H (3.1838, 4.1581, 3.9787)  0.41
H (0.9260, 4.1776, 4.6642)  0.48
H (-0.9265, 3.6795, 3.2191)  0.29
H (-3.7427, 2.7380, -0.0483)  0.10
H (-5.6544, 4.1790, 0.7419)  0.31
H (-5.1652, 6.4714, 1.3791)  0.45
H (-2.7773, 7.3195, 1.5237)  0.40
H (-0.9300, 5.7542, 1.1686)  0.41
C (-3.2275, -4.5096, 0.1170)  -1.22
C (-2.9263, -3.1606, 0.1777)  0.11
N (-1.6518, -2.7421, 0.1320)  0.72
C (-0.6880, -3.6710, -0.0156)  -0.30
C (-0.8873, -5.0038, -0.1312)  0.52
C (-2.1913, -5.4213, 0.0535)  -0.52
C (0.2466, -5.9297, -0.1053)  -0.97
C (1.3774, -5.9309, -0.8189)  -0.36
C (1.8186, -5.0978, -1.9567)  0.62
C (0.9342, -4.6076, -2.9051)  -0.20
C (1.4910, -4.0820, -4.0835)  -0.38
N (2.8020, -4.0892, -4.2772)  -0.60
C (3.5723, -4.5705, -3.3003)  -0.23
N (3.1324, -5.1224, -2.1605)  -0.65
H (-4.2341, -4.8513, 0.1960)  0.49
H (-3.7629, -2.4197, 0.2716)  0.38
H (0.3245, -3.2946, 0.0456)  0.40
H (-2.3961, -6.5005, 0.1384)  0.46
H (0.0056, -6.8643, 0.4255)  0.34
H (2.0178, -6.7720, -0.6539)  0.48
H (-0.1613, -4.5248, -2.8311)  0.32
H (0.8666, -3.6021, -4.8044)  0.52
H (4.6046, -4.5847, -3.5709)  0.47

DFT (wB97M-V/def2-TZVPD) results for a structure of composition C29H33CdN5OSSi.

The total charge is 0. The value obtained for the HOMO energy is -8.3 eV. The value obtained for the maximum force is 0.3 eV/A. The HOMO-LUMO gap comes out at 8.22 eV.

Each line ends with the Mulliken charge.
Positions of all 71 atoms, in Å:
Cd (-0.0200, 0.3134, 0.1192)  0.14
C (4.9830, -3.0422, 0.1785)  -0.58
C (5.5582, -1.7891, -0.0202)  -0.55
C (4.7725, -0.6506, -0.0418)  -0.40
C (3.3986, -0.7785, 0.1441)  -0.09
C (2.8191, -2.0218, 0.3493)  0.46
C (3.6142, -3.1592, 0.3620)  -0.29
N (2.4856, 0.3205, 0.1285)  0.74
N (2.9457, 1.4112, -0.2237)  -0.54
C (2.0026, 2.4867, -0.3207)  0.73
C (2.5942, 3.7430, -0.4139)  -0.55
C (1.7936, 4.8668, -0.5184)  -0.49
C (0.4144, 4.7143, -0.5510)  -0.63
C (-0.1554, 3.4471, -0.4740)  -0.07
C (0.6190, 2.2953, -0.3635)  -0.75
H (5.6084, -3.9257, 0.1898)  0.40
H (6.6281, -1.7034, -0.1605)  0.36
H (5.2018, 0.3283, -0.1987)  0.45
H (1.7453, -2.0887, 0.4759)  -0.32
H (3.1565, -4.1289, 0.5185)  0.26
H (3.6744, 3.8176, -0.3994)  0.42
H (2.2389, 5.8510, -0.5814)  0.35
H (-0.2214, 5.5867, -0.6438)  0.37
H (-1.2368, 3.3674, -0.5072)  0.36
N (-2.5811, 0.1978, 0.6719)  -0.40
N (-2.9808, 0.0932, 2.0081)  -0.23
C (-2.0789, 0.1486, 3.0161)  0.63
N (-2.6094, -0.1251, 4.2272)  -0.38
S (-0.4559, 0.5192, 2.8767)  -0.49
H (-3.2785, 0.7287, 0.1662)  0.25
H (-2.4900, -0.7380, 0.2751)  -0.20
H (-3.8006, -0.4786, 2.1753)  0.26
H (-3.6039, -0.1702, 4.3702)  0.22
H (-2.0070, -0.0425, 5.0262)  0.19
C (-1.5247, -2.3987, -2.9177)  -1.68
C (-0.9467, -3.5731, -2.1138)  2.07
C (0.5547, -3.6608, -2.4326)  -1.64
C (-1.6291, -4.8689, -2.5601)  -1.64
Si (-1.0827, -3.1581, -0.2664)  -1.05
O (-0.5245, -1.6866, 0.0155)  2.00
C (-0.1078, -4.3490, 0.8308)  1.15
C (0.3975, -3.8308, 2.0296)  -0.20
C (1.1153, -4.6187, 2.9189)  -0.92
C (1.3546, -5.9537, 2.6244)  -0.65
C (0.8680, -6.4906, 1.4411)  -0.72
C (0.1431, -5.6962, 0.5622)  -0.24
C (-2.8801, -3.2138, 0.3773)  0.30
C (-3.0558, -3.1658, 1.7665)  -0.41
C (-4.3178, -3.1171, 2.3455)  -0.84
C (-5.4511, -3.0908, 1.5413)  -0.37
C (-5.3065, -3.1382, 0.1619)  -0.90
C (-4.0389, -3.2096, -0.4049)  0.00
H (-1.3437, -2.5573, -3.9867)  0.54
H (-1.0502, -1.4562, -2.6379)  0.19
H (-2.6028, -2.2844, -2.7840)  0.21
H (0.7002, -3.8168, -3.5074)  0.53
H (1.0383, -4.4869, -1.9066)  0.30
H (1.0758, -2.7412, -2.1541)  0.20
H (-1.5124, -4.9921, -3.6429)  0.50
H (-2.6988, -4.8796, -2.3432)  0.22
H (-1.1940, -5.7513, -2.0905)  0.30
H (0.2409, -2.7811, 2.2602)  0.14
H (1.4977, -4.1867, 3.8356)  0.41
H (1.9188, -6.5717, 3.3117)  0.38
H (1.0524, -7.5304, 1.2009)  0.44
H (-0.2271, -6.1477, -0.3496)  0.10
H (-2.1859, -3.1816, 2.4158)  0.20
H (-4.4154, -3.1125, 3.4256)  0.49
H (-6.4381, -3.0565, 1.9856)  0.39
H (-6.1825, -3.1340, -0.4749)  0.43
H (-3.9641, -3.2567, -1.4839)  0.14